Formula: C4H3BaO2
Source: the OMol25 dataset
Level of theory: ωB97M-V with the def2-TZVPD basis set

```
! RIJCOSX wB97M-V def2-TZVPD def2/J DEFGRID3
* xyz 3 1
H 0.292 0.936 1.974
O 2.156 -1.172 -1.585
C 1.039 -0.766 -1.336
C -0.241 -0.497 -1.376
C -0.988 -0.106 -0.236
C -1.162 0.358 0.870
O -0.740 1.017 1.919
Ba -1.899 3.198 3.686
H 2.287 -2.149 -1.616
H -0.744 -0.819 -2.301
*
```

For the molar mass, the calculation gives 220.394 Da. The calculation puts the total energy at -8949.8460 eV. For the lowest unoccupied orbital energy, the calculation gives -11.9 eV.

Here are the Mulliken charges for atoms 1 to 2, given in e: 0.36, -0.20

***

Formula: C4H3BiCl2N5O3V
Source: the OMol25 dataset
Level of theory: ωB97M-V with the def2-TZVPD basis set

```
! RIJCOSX wB97M-V def2-TZVPD def2/J DEFGRID3
* xyz 4 3
Bi 2.159 1.603 -1.151
V 0.011 0.023 -0.034
Cl 2.429 0.175 1.083
Cl 0.784 -0.461 -2.385
C -1.704 -0.195 -0.654
C 3.203 3.339 -0.119
C 1.977 2.913 -3.004
O -2.796 -0.349 -1.127
O 3.710 4.230 0.374
O 1.892 3.604 -3.905
N -0.073 -4.386 3.107
N 0.081 -3.083 2.757
N 0.392 -2.120 3.701
C 0.378 -1.043 2.916
N 0.095 -1.309 1.619
N -0.099 -2.670 1.519
H -0.321 -5.058 2.399
H 0.038 -4.662 4.069
H 0.617 -0.035 3.272
*
```

For the molar mass, the calculation gives 499.930 Da. As for the expectation value of S²: 2.474. The calculation puts the total energy at -74304.3749 eV. For the lowest unoccupied orbital energy (alpha / beta), the calculation gives -19.7 / -20.2 eV.

Here are the Mulliken charges for atoms 1 to 2, given in e: 1.51, 0.66

***

Formula: C4H3Br
Source: the OMol25 dataset
Level of theory: ωB97M-V with the def2-TZVPD basis set

```
! RIJCOSX wB97M-V def2-TZVPD def2/J DEFGRID3
* xyz 0 3
C -1.480 0.667 -0.102
C -2.725 0.885 0.051
C -0.192 0.379 -0.371
C 0.802 -0.522 0.424
Br 2.562 -0.133 -0.088
H 0.063 0.578 -1.473
H 0.441 -1.449 0.078
H 0.529 -0.404 1.482
*
```

For the molar mass, the calculation gives 130.972 Da. As for the expectation value of S²: 2.018. The calculation puts the total energy at -74232.1395 eV. For the lowest unoccupied orbital energy (alpha / beta), the calculation gives 0.6 / -3.3 eV.

Here are the Mulliken charges for atoms 1 to 2, given in e: 0.42, -0.57

***

Formula: C4H3BrClF3
Source: the OMol25 dataset
Level of theory: ωB97M-V with the def2-TZVPD basis set

```
! RIJCOSX wB97M-V def2-TZVPD def2/J DEFGRID3
* xyz 0 1
C -0.483 0.106 -0.174
C 0.781 -0.492 0.259
C 0.774 -1.295 1.310
C 1.155 -1.535 -2.333
F -0.314 -1.437 2.065
F 1.390 -0.854 -3.484
F 1.067 -2.757 -2.814
Cl 2.127 -2.311 1.981
Br -0.957 -0.684 -1.923
H -0.451 1.197 -0.307
H -1.276 -0.156 0.463
H 1.546 -0.563 -0.481
*
```

For the molar mass, the calculation gives 223.419 Da. The calculation puts the total energy at -94909.9739 eV. For the lowest unoccupied orbital energy, the calculation gives 0.2 eV.

Here are the Mulliken charges for atoms 1 to 2, given in e: -0.32, -0.53

***

Formula: C4H3BrN5O
Source: the OMol25 dataset
Level of theory: ωB97M-V with the def2-TZVPD basis set

```
! RIJCOSX wB97M-V def2-TZVPD def2/J DEFGRID3
* xyz -1 1
C 0.970 1.238 0.570
C 2.886 -0.106 0.734
C -1.011 0.515 -0.236
C -0.041 0.284 0.642
N 2.371 1.095 0.571
N 0.673 2.529 0.549
N 2.847 2.286 0.675
N 1.874 3.113 0.567
N 2.594 -1.088 1.371
O 1.953 -1.595 2.244
Br 4.335 -0.707 -0.727
H -1.052 1.547 -0.855
H -1.800 -0.193 -0.352
H -0.162 -0.641 1.289
*
```

For the molar mass, the calculation gives 217.006 Da. The calculation puts the total energy at -83732.5475 eV. For the lowest unoccupied orbital energy, the calculation gives 3.6 eV. Its SMILES is C=Cc1nnnn1/C(Br)=N\[O-].

Here are the Mulliken charges for atoms 1 to 2, given in e: 0.34, 0.32

***

Formula: C4H3BrO2
Source: the OMol25 dataset
Level of theory: ωB97M-V with the def2-TZVPD basis set

```
! RIJCOSX wB97M-V def2-TZVPD def2/J DEFGRID3
* xyz 0 1
C -0.060 -0.354 -1.039
C -0.436 0.899 -0.420
C 0.573 -1.306 -0.340
C -0.392 1.088 0.880
O 0.895 -1.268 0.960
O 0.103 -0.488 1.786
Br -0.682 2.382 2.102
H -0.212 -0.460 -2.097
H -0.748 1.720 -1.053
H 0.959 -2.213 -0.779
*
```

For the molar mass, the calculation gives 162.970 Da. The calculation puts the total energy at -78328.0404 eV. For the lowest unoccupied orbital energy, the calculation gives 0.3 eV.

Here are the Mulliken charges for atoms 1 to 2, given in e: -0.29, -0.07

***

Formula: C4H3Cl2F
Source: the OMol25 dataset
Level of theory: ωB97M-V with the def2-TZVPD basis set

```
! RIJCOSX wB97M-V def2-TZVPD def2/J DEFGRID3
* xyz 0 1
C -0.179 -1.137 1.499
C 0.098 -0.531 0.317
C 0.106 0.844 -0.324
C -0.006 0.821 -1.760
H 0.267 -1.355 -0.359
H -0.360 0.102 -2.415
H 0.043 1.803 -2.358
F -0.331 -2.434 1.501
Cl -0.173 -0.262 3.140
Cl 0.534 2.148 0.759
*
```

For the molar mass, the calculation gives 140.972 Da. The calculation puts the total energy at -31956.2768 eV. For the lowest unoccupied orbital energy, the calculation gives 0.1 eV. Its SMILES is C=C(Cl)/C=C(/F)Cl.

Here are the Mulliken charges for atoms 1 to 2, given in e: 0.40, -0.48

***

Formula: C4H3Cl2N
Source: the OMol25 dataset
Level of theory: ωB97M-V with the def2-TZVPD basis set

```
! RIJCOSX wB97M-V def2-TZVPD def2/J DEFGRID3
* xyz 0 1
C 3.936 -0.014 -0.033
C 2.475 0.347 -0.004
C 1.474 -0.502 -0.033
C 0.015 -0.023 0.033
N 5.043 -0.305 -0.005
Cl 2.286 2.068 0.078
Cl 1.747 -2.203 -0.059
H -0.373 0.353 -0.944
H 0.047 0.981 0.463
H -0.567 -0.815 0.509
*
```

For the molar mass, the calculation gives 135.981 Da. The calculation puts the total energy at -30730.3106 eV. For the lowest unoccupied orbital energy, the calculation gives 0.3 eV. Its SMILES is C/C(Cl)=C(\Cl)C#N.

Here are the Mulliken charges for atoms 1 to 2, given in e: -0.04, 0.25

***

> What is the molar mass in the eighth record?

135.981 Da

***

> Look up the molar mass of the eighth one.

135.981 Da

***

Please write out number 3 again, unchanged.
Formula: C4H3Br
Source: the OMol25 dataset
Level of theory: ωB97M-V with the def2-TZVPD basis set

```
! RIJCOSX wB97M-V def2-TZVPD def2/J DEFGRID3
* xyz 0 3
C -1.480 0.667 -0.102
C -2.725 0.885 0.051
C -0.192 0.379 -0.371
C 0.802 -0.522 0.424
Br 2.562 -0.133 -0.088
H 0.063 0.578 -1.473
H 0.441 -1.449 0.078
H 0.529 -0.404 1.482
*
```

For the molar mass, the calculation gives 130.972 Da. As for the expectation value of S²: 2.018. The calculation puts the total energy at -74232.1395 eV. For the lowest unoccupied orbital energy (alpha / beta), the calculation gives 0.6 / -3.3 eV.

Here are the Mulliken charges for atoms 1 to 2, given in e: 0.42, -0.57

***

> Which of these has the highest molar mass?

C4H3BiCl2N5O3V